Entry 1:
C33H30AsN5S3Tl as an isolated structure, computed with ωB97M-V/def2-TZVPD.

## Properties
HOMO energy   -3.802 eV
Energy relative to the best compared isomer or geometry (same formula, charge and spin)   2.0 kcal per mole
Total charge   -1

CARTESIAN COORDINATES (ANGSTROEM)
Tl -0.56952 -1.29577 -1.69515
S 0.79441 1.19335 -1.63523
C -0.04568 2.12406 -2.85348
C 0.66032 3.16619 -3.47260
C 0.12448 3.95054 -4.48319
C 0.94817 4.95557 -5.11345
N 1.62525 5.74407 -5.60744
C -1.19654 3.72363 -4.88830
C -1.92656 2.72650 -4.26162
C -1.39597 1.90597 -3.25283
S -2.44253 0.70443 -2.53373
C -1.79960 4.50290 -5.94412
N -2.29467 5.11712 -6.78178
H 1.67781 3.35427 -3.15328
H -2.95133 2.56099 -4.56220
S 1.71393 -1.98974 0.92310
C 3.44863 3.75936 0.95892
C 2.89639 2.93922 1.93566
C 2.84246 1.56869 1.73895
C 3.33704 1.02362 0.55956
C 3.87974 1.83962 -0.42614
C 3.93241 3.21313 -0.22131
As 3.41236 -0.89985 0.44062
C 4.11166 -1.26706 -1.31169
C 3.34367 -0.86679 -2.40515
C 3.80550 -1.12181 -3.68884
C 5.01986 -1.77355 -3.87710
C 5.77060 -2.18353 -2.78333
C 5.31680 -1.93197 -1.49526
C 4.87211 -1.26331 1.67095
C 6.09626 -0.61690 1.51616
C 7.11057 -0.82223 2.44040
C 6.89634 -1.66087 3.52920
C 5.67057 -2.29517 3.68752
C 4.65694 -2.09859 2.75519
H 3.49181 4.83003 1.11341
H 2.49723 3.36989 2.84561
H 2.39415 0.92408 2.48290
H 4.23315 1.41530 -1.35580
H 4.33630 3.85712 -0.99337
H 2.40145 -0.34276 -2.25773
H 3.21464 -0.80840 -4.54112
H 5.38267 -1.96280 -4.88054
H 6.70994 -2.70008 -2.93218
H 5.89741 -2.25540 -0.64296
H 6.25631 0.05672 0.68130
H 8.06423 -0.32279 2.31818
H 7.68608 -1.81718 4.25509
H 5.49883 -2.93999 4.54078
H 3.69513 -2.58709 2.85521
C -5.88066 -3.40312 -1.12782
C -5.30396 -2.19574 -1.83392
N -3.92726 -2.03707 -1.40105
C -3.58770 -2.09037 -0.06213
N -2.45379 -1.60844 0.30828
C -2.07165 -1.66387 1.71134
C -2.76606 -2.77880 2.47634
C -4.25198 -2.67418 2.20436
N -4.48885 -2.73623 0.77378
C -5.82566 -3.13473 0.35939
H -5.26685 -4.27492 -1.36263
H -6.90716 -3.59723 -1.43846
H -5.91010 -1.31002 -1.60201
H -5.30793 -2.32153 -2.91401
H -3.40598 -1.33097 -1.90527
H -2.29404 -0.69973 2.18365
H -0.98924 -1.78694 1.76331
H -2.56570 -2.70035 3.54714
H -2.40326 -3.74881 2.12520
H -4.63609 -1.73437 2.62209
H -4.80614 -3.49036 2.66982
H -6.55933 -2.35834 0.61764
H -6.09765 -4.02923 0.92313

Forces on atoms 1 to 6 (eV/Å):
0.0 0.1 -0.1
-0.4 0.3 0.1
0.0 0.1 -0.1
0.0 -0.1 0.1
0.3 0.2 -0.1
-0.3 -0.3 0.2


Entry 2:
An isolated ion of composition C4H6NOS and charge -1, computed with ωB97M-V/def2-TZVPD.

## Properties
HOMO energy (alpha / beta)   -2.426 / -2.426 eV
Energy relative to the best compared isomer or geometry (same formula, charge and spin)   110.4 kcal per mole
Total charge   -1

CARTESIAN COORDINATES (ANGSTROEM)
C 2.32958 0.07087 -0.42131
C 1.49663 0.18789 0.73423
C -1.23064 -0.36961 0.15654
C -2.69674 0.04411 0.41327
N 2.04147 -0.00955 -1.67668
O 2.89722 -0.36917 -2.58947
S -0.08134 0.22061 1.16480
H 3.42179 -0.22716 -0.19133
H 2.04097 0.53017 1.66083
H -0.87048 -0.67259 -0.78179
H -3.24690 0.23893 -0.53481
H -2.90062 1.08619 0.95097
H -3.20093 -0.73069 1.11475

Forces on atoms 1 to 6 (eV/Å):
2.9 -1.5 1.0
1.2 1.2 0.4
-1.1 1.0 0.4
-0.4 0.8 1.5
-1.8 -0.3 -2.1
-0.2 0.6 1.6


Entry 3:
C28H44N6PV as an isolated structure, computed with ωB97M-V/def2-TZVPD.

## Properties
<S²>   1.09
Multiplicity   2
HOMO energy (alpha / beta)   -1.867 / -1.737 eV
Energy relative to the best compared isomer or geometry (same formula, charge and spin)   0.0 kcal per mole
Total charge   -1

CARTESIAN COORDINATES (ANGSTROEM)
V -0.77643 -0.62268 -0.46620
N 0.09892 -4.60288 -0.34842
C 0.55709 -3.39462 -0.67956
N -0.42193 -2.52417 -0.57937
C -1.52230 -3.27240 -0.14992
N -1.22107 -4.56718 -0.00076
C -2.72281 -2.56767 0.06471
C -3.89434 -3.06941 0.64430
N -4.98217 -2.36217 0.84286
C -4.91228 -1.04454 0.41333
C -3.79001 -0.49512 -0.12459
N -2.63212 -1.19984 -0.30075
H 0.60370 -5.46668 -0.29453
H 1.57615 -3.18791 -0.96144
H -3.91806 -4.10802 0.96641
H -5.81242 -0.45504 0.53835
H -3.77986 0.54349 -0.44189
C 1.52047 -0.66501 -2.90619
C 0.30604 0.22959 -3.23914
C 0.81672 1.68107 -3.28121
C -0.76460 0.12104 -2.16408
C -0.30236 -0.20978 -4.56422
C -0.39540 0.61468 -5.68183
C -0.96644 0.16084 -6.86606
C -1.45524 -1.13028 -6.96269
C -1.39302 -1.95812 -5.84595
C -0.83491 -1.49891 -4.66676
H 1.76714 -0.53387 -1.85062
H 2.38130 -0.38657 -3.52184
H 1.29206 -1.71552 -3.09028
H 1.22651 1.91635 -2.29741
H 0.00706 2.38402 -3.48817
H 1.60539 1.81527 -4.03096
H -1.64063 0.73505 -2.44865
H -0.01838 1.62848 -5.64118
H -1.03192 0.82934 -7.71747
H -1.87950 -1.49143 -7.89163
H -1.79754 -2.96239 -5.89380
H -0.83622 -2.13018 -3.78580
C 2.94932 2.36154 3.12342
C 2.70105 1.33782 2.01757
C 3.51642 0.07167 2.32378
C 3.22760 1.86732 0.66900
P 0.89604 0.72167 1.71468
N 0.84439 0.01760 0.35923
C 0.42540 -0.40719 3.21712
C -1.10500 -0.53642 3.22400
C 0.87820 0.04909 4.60314
C 0.98236 -1.80681 2.90980
C -0.24062 2.28718 1.85456
C -0.41750 2.93937 3.22199
C 0.38011 3.29829 0.87833
C -1.60789 1.91905 1.26228
H 4.02970 2.50487 3.23407
H 2.55638 2.03290 4.08691
H 2.51702 3.33550 2.89350
H 4.58570 0.30370 2.29149
H 3.30676 -0.69161 1.57172
H 3.30104 -0.33222 3.31124
H 4.30629 1.69906 0.59305
H 3.05494 2.93493 0.54080
H 2.74022 1.32720 -0.14550
H -1.59147 0.37772 3.55909
H -1.40170 -1.33211 3.91362
H -1.49122 -0.80117 2.23399
H 0.46867 1.02583 4.86420
H 1.96294 0.10206 4.68994
H 0.52402 -0.67268 5.34653
H 0.92381 -2.00316 1.83778
H 0.39402 -2.56895 3.42936
H 2.02014 -1.91971 3.22369
H 0.53367 3.25440 3.65183
H -0.91136 2.28163 3.93699
H -1.04555 3.82955 3.10937
H 1.30400 3.72504 1.26397
H -0.31661 4.12373 0.70195
H 0.58001 2.81099 -0.07889
H -2.28307 1.45594 1.97742
H -1.45548 1.22834 0.43086
H -2.09935 2.81127 0.86555

Forces on atoms 1 to 6 (eV/Å):
-0.2 1.8 -1.8
0.0 0.3 -0.1
0.0 -0.4 0.0
0.0 -1.9 -0.1
-0.1 -0.4 0.0
0.1 0.1 0.1


Entry 4:
One molecule with the formula C4H3NO2S, computed with ωB97M-V/def2-TZVPD.

## Properties
HOMO energy   -8.999 eV
Energy relative to the best compared isomer or geometry (same formula, charge and spin)   97.8 kcal per mole

CARTESIAN COORDINATES (ANGSTROEM)
C 0.03787 1.10680 -0.27472
C 1.31978 0.81462 -0.18862
C -2.23093 -0.12089 -0.04337
C -0.95152 0.13497 0.01720
N 0.03338 -1.08227 0.69614
O 2.13656 -1.42604 -0.72550
O -3.33803 -0.52246 -0.03335
S 1.66345 -0.79293 0.46966
H -0.38574 2.09292 -0.77820
H 2.05946 1.43614 -0.61526
H -0.34428 -1.64086 1.47604

Forces on atoms 1 to 6 (eV/Å):
-2.3 3.3 -2.4
-0.8 0.2 1.1
-1.6 -1.1 0.1
3.0 -3.3 2.6
-2.8 1.7 -0.9
1.2 -1.7 -1.6


Record-wise E_tot values, in a.u.: -5152.23491, -684.05274, -2707.16152, -757.50692